The following is a DFT calculation (wB97M-V/def2-TZVPD) of a 4-piece molecular cluster, C24H20N4O8 overall at a distorted geometry.

Results
- Relative energy (zero: lowest compared OMol25 entry of this formula, charge and spin): 196.9 kcal per mole
- Kohn-Sham gap: 9.135 eV
- Highest occupied orbital energy: -9.84 eV
- SMILES: O=[N+]([O-])c1ccccc1.O=[N+]([O-])c1ccccc1.O=[N+]([O-])c1ccccc1.O=[N+]([O-])c1ccccc1

Structure (ORCA input):
```
! wB97M-V def2-TZVPD RIJCOSX def2/J DEFGRID3
* xyz 0 1
O 6.960 -24.378 13.377
N 7.171 -24.652 14.542
O 6.857 -25.716 15.034
C 7.774 -23.635 15.398
C 8.097 -23.996 16.697
C 8.709 -23.071 17.524
C 8.836 -21.753 17.085
C 8.527 -21.413 15.771
C 7.968 -22.348 14.919
H 7.758 -24.923 17.139
H 9.174 -23.375 18.452
H 9.194 -20.994 17.769
H 8.686 -20.391 15.460
H 7.650 -22.100 13.916
O 14.419 -23.959 3.957
N 14.166 -23.186 4.848
O 14.824 -22.197 5.092
C 12.995 -23.424 5.699
C 12.254 -24.582 5.535
C 11.294 -24.898 6.494
C 11.028 -24.005 7.527
C 11.783 -22.861 7.696
C 12.812 -22.593 6.798
H 12.397 -25.227 4.680
H 10.622 -25.735 6.364
H 10.302 -24.275 8.286
H 11.614 -22.147 8.489
H 13.464 -21.777 7.069
O 10.526 -18.408 16.554
N 10.385 -18.105 17.720
O 10.904 -18.690 18.650
C 9.540 -16.967 18.063
C 8.164 -17.027 17.769
C 7.352 -15.989 18.192
C 7.872 -14.911 18.933
C 9.223 -14.889 19.227
C 10.049 -15.870 18.716
H 7.787 -17.923 17.292
H 6.342 -15.957 17.807
H 7.215 -14.068 19.090
H 9.557 -14.053 19.826
H 11.126 -15.897 18.857
O 10.778 -21.804 10.909
N 10.858 -21.076 11.877
O 11.807 -20.999 12.633
C 9.692 -20.242 12.202
C 9.766 -19.289 13.226
C 8.660 -18.503 13.540
C 7.450 -18.741 12.889
C 7.382 -19.714 11.905
C 8.496 -20.450 11.547
H 10.697 -19.122 13.749
H 8.729 -17.738 14.300
H 6.553 -18.181 13.118
H 6.477 -19.836 11.324
H 8.397 -21.194 10.768
*
```

=====

The following is a DFT calculation (wB97M-V/def2-TZVPD) of C24H20N7O5PPt as an isolated structure.

Results
- Kohn-Sham gap (spin up / spin down): 7.524 / 5.476 eV
- Highest occupied orbital energy (spin up / spin down): -14.05 / -14.48 eV

Structure (ORCA input):
```
! wB97M-V def2-TZVPD RIJCOSX def2/J DEFGRID3
* xyz 2 5
Pt 0.109 -0.012 0.189
C -1.528 -3.578 4.060
N -0.608 -3.022 3.063
C 0.748 -3.208 3.043
C 1.224 -2.493 1.982
N 0.171 -1.885 1.363
C -0.925 -2.192 2.040
P -2.628 -1.762 1.556
C -2.524 0.062 1.702
N -1.721 0.836 0.985
C -2.060 2.138 1.247
C -3.104 2.143 2.126
N -3.389 0.832 2.404
C -4.451 0.360 3.299
C -2.390 -1.804 -0.251
N -1.408 -1.227 -0.930
C -1.635 -1.452 -2.255
C -2.777 -2.191 -2.381
N -3.243 -2.406 -1.116
C -4.461 -3.146 -0.774
H -0.951 -4.130 4.794
H -2.061 -2.778 4.568
H -2.241 -4.252 3.591
H 1.254 -3.841 3.752
H 2.235 -2.409 1.618
H -1.583 2.970 0.754
H -3.666 2.960 2.551
H -4.866 1.214 3.826
H -5.243 -0.124 2.732
H -4.048 -0.337 4.028
H -0.969 -1.094 -3.023
H -3.279 -2.568 -3.256
H -4.873 -3.574 -1.681
H -4.235 -3.950 -0.078
H -5.201 -2.482 -0.333
O 1.714 4.701 4.996
C 1.465 3.946 4.143
C 1.663 4.168 2.562
O 2.004 5.193 2.104
C 1.318 2.857 1.909
C 0.940 1.855 2.929
O 0.677 0.694 2.714
C 0.866 2.480 4.285
O 0.448 2.057 5.305
O 1.346 2.668 0.720
N 2.090 -0.225 -0.443
C 3.235 -0.191 -0.426
C 4.665 -0.156 -0.404
C 5.323 -0.054 0.823
C 6.704 -0.020 0.845
C 7.419 -0.086 -0.346
C 6.759 -0.192 -1.564
C 5.378 -0.227 -1.602
H 4.753 -0.008 1.743
H 7.229 0.057 1.788
H 8.500 -0.055 -0.324
H 7.325 -0.248 -2.484
H 4.850 -0.307 -2.544
*
```